(1)
CH5N2Si | ωB97M-V/def2-TZVPD

Element x y z (Å)
C -0.744 -0.309 -0.794
N 0.768 1.426 0.859
N 0.534 -0.459 -0.896
Si 0.497 -0.090 1.178
H -1.245 -0.896 -0.075
H 0.632 2.089 1.590
H -1.163 -0.084 -1.728
H -0.223 -1.334 1.621
H 0.944 -0.344 -1.756

Computed properties:
Charge: +1
E_LUMO (spin up / spin down), hartree: -0.210 / -0.211
E_HOMO (spin up / spin down), eV: -15.457 / -15.457
Gap between HOMO and LUMO (spin up / spin down), eV: 9.729 / 9.729
Energy above the lowest of the compared OMol25 structures with the same formula, charge and spin, kcal per mole: 68.05



(2)
CHCl2NS2 | ωB97M-V/def2-TZVPD

Element x y z (Å)
C 0.484 0.387 -0.193
N -1.145 -0.846 -0.286
S 0.349 1.949 -0.075
S 1.600 -0.817 0.068
Cl -2.193 -0.385 -1.549
Cl -1.734 -0.333 1.310
H 2.639 0.045 0.725

Computed properties:
E_LUMO (spin up / spin down), hartree: -0.040 / -0.040
E_HOMO (spin up / spin down), eV: -8.912 / -8.913
Gap between HOMO and LUMO (spin up / spin down), eV: 7.830 / 7.832
Energy above the lowest of the compared OMol25 structures with the same formula, charge and spin, kcal per mole: 33.76



(3)
C32H40N4O9P2SSc | ωB97M-V/def2-TZVPD

Element x y z (Å)
Sc -0.271 -0.518 -0.405
C -0.021 -1.408 -2.751
C 0.736 -2.401 -2.096
C 1.875 -1.789 -1.544
C 1.841 -0.415 -1.863
C 0.665 -0.170 -2.621
C 0.337 1.097 -3.352
C 2.939 0.592 -1.667
C 2.985 -2.547 -0.885
C 0.534 -3.887 -2.125
C -1.277 -1.590 -3.552
H 0.658 1.035 -4.398
H 0.840 1.945 -2.889
H -0.734 1.307 -3.340
H 3.452 0.778 -2.617
H 3.698 0.232 -0.967
H 2.555 1.544 -1.302
H 3.388 -3.299 -1.573
H 2.663 -3.081 0.012
H 3.806 -1.888 -0.601
H 1.331 -4.356 -2.714
H -0.420 -4.157 -2.573
H 0.559 -4.324 -1.125
H -1.059 -1.629 -4.625
H -1.969 -0.762 -3.388
H -1.797 -2.506 -3.273
N -2.171 2.604 2.367
C -1.246 2.949 1.253
C -1.142 4.484 1.173
P -2.119 2.377 -0.293
O -1.493 3.294 -1.441
O -3.553 2.677 -0.071
O -1.726 0.936 -0.632
P 0.509 2.371 1.645
O 0.260 1.279 2.843
O 0.877 2.537 -0.471
O 0.805 1.328 0.380
H -3.080 2.988 2.103
H -1.858 3.053 3.223
H -2.540 1.186 2.675
H -2.110 4.914 0.906
H -0.408 4.787 0.429
H -0.829 4.884 2.143
H -0.534 3.052 -1.406
H -0.364 0.562 2.613
O -3.017 0.238 2.828
C -2.509 -0.652 2.031
O -1.340 -0.525 1.610
C -3.374 -1.797 1.716
C -4.582 -1.901 2.427
C -5.438 -2.959 2.243
C -5.094 -3.944 1.314
C -3.927 -3.844 0.594
C -3.030 -2.767 0.758
S -1.632 -2.775 -0.279
H -4.823 -1.119 3.133
H -6.362 -3.022 2.802
H -5.752 -4.789 1.147
H -3.672 -4.596 -0.141
C 5.110 -6.318 0.775
C 5.300 -5.099 1.637
C 5.345 -5.188 3.023
C 5.459 -4.052 3.809
C 5.551 -2.797 3.221
N 5.664 -1.663 4.069
C 5.284 -0.362 3.799
O 5.893 0.578 4.276
N 4.193 -0.170 2.982
C 3.069 -1.003 2.779
C 2.658 -2.001 3.646
C 1.517 -2.718 3.326
C 0.796 -2.392 2.192
N 1.176 -1.410 1.370
C 2.299 -0.757 1.650
C 5.540 -2.696 1.836
C 5.406 -3.836 1.062
H 5.262 -7.234 1.346
H 5.807 -6.319 -0.064
H 4.100 -6.343 0.361
H 5.270 -6.159 3.499
H 5.460 -4.130 4.890
H 6.419 -1.684 4.736
H 4.039 0.810 2.789
H 3.210 -2.210 4.551
H 1.170 -3.514 3.970
H -0.113 -2.910 1.918
H 2.588 0.026 0.960
H 5.621 -1.726 1.364
H 5.378 -3.740 -0.016

Computed properties:
Charge: -1
E_LUMO, hartree: 0.080
E_HOMO, eV: -4.960
Gap between HOMO and LUMO, eV: 7.144
Energy above the lowest of the compared OMol25 structures with the same formula, charge and spin, kcal per mole: 128.63



(4)
C16H42BaO14 | ωB97M-V/def2-TZVPD

Element x y z (Å)
Ba 6.940 10.370 -18.359
C 8.177 6.790 -24.580
C 8.642 7.150 -25.822
C 9.205 8.558 -26.044
O 9.403 9.025 -27.261
C 9.368 9.454 -25.074
C 8.920 9.178 -23.798
C 8.301 7.702 -23.477
O 7.905 7.522 -22.319
O 8.904 10.048 -22.946
O 8.562 6.253 -26.749
H 7.776 5.804 -24.397
H 9.776 10.435 -25.263
C 10.386 0.146 -26.182
O 10.691 0.724 -27.445
H 9.393 0.462 -25.863
H 10.371 -0.944 -26.193
H 11.145 0.498 -25.483
H 10.499 1.664 -27.408
C 14.045 4.909 -27.537
O 15.359 4.825 -28.133
H 13.968 3.971 -26.988
H 13.913 5.718 -26.819
H 13.250 4.989 -28.279
H 15.829 4.193 -27.585
C 15.087 10.492 -28.180
O 16.096 9.498 -28.379
H 15.405 11.486 -27.869
H 14.630 10.638 -29.159
H 14.282 10.129 -27.540
H 16.406 9.390 -27.477
C 3.889 9.424 -28.947
O 3.370 10.421 -29.763
H 3.217 8.583 -28.780
H 4.788 8.964 -29.358
H 4.046 9.844 -27.953
H 2.471 10.658 -29.525
C 3.735 3.065 -27.307
O 4.869 2.377 -27.303
H 3.793 3.958 -26.684
H 3.542 3.375 -28.334
H 2.846 2.472 -27.090
H 5.626 2.965 -27.356
C 10.620 15.589 -23.976
O 9.923 15.156 -22.891
H 11.475 14.915 -23.945
H 10.025 15.564 -24.889
H 10.970 16.602 -23.773
H 9.900 14.198 -22.852
C 6.957 5.105 -32.783
O 8.105 5.829 -32.314
H 7.084 4.064 -32.484
H 6.081 5.548 -32.311
H 6.812 4.970 -33.855
H 8.288 5.541 -31.417
C 7.439 2.326 -20.306
O 8.451 3.220 -19.828
H 7.772 2.023 -21.298
H 7.228 1.536 -19.584
H 6.602 3.011 -20.439
H 8.295 4.085 -20.213
C 14.203 10.470 -20.687
O 15.600 10.597 -20.909
H 13.798 9.825 -21.466
H 14.122 9.931 -19.743
H 13.636 11.400 -20.636
H 15.848 11.471 -20.599
C 5.620 15.028 -26.553
O 4.310 14.603 -27.028
H 6.196 14.121 -26.733
H 6.056 15.854 -27.115
H 5.585 15.289 -25.495
H 4.300 14.186 -27.893

Computed properties:
E_LUMO, hartree: -0.155
E_HOMO, eV: -6.144
Gap between HOMO and LUMO, eV: 1.934
Energy above the lowest of the compared OMol25 structures with the same formula, charge and spin, kcal per mole: 270.59



(5)
C38H101N10O6 | ωB97M-V/def2-TZVPD

Element x y z (Å)
N 3.826 4.100 4.669
H 4.091 3.706 5.560
H 3.194 3.406 4.294
H 4.592 4.227 4.023
H 3.292 4.953 4.751
N 5.750 1.886 -2.597
H 5.812 1.236 -3.367
H 6.045 2.796 -2.920
H 6.259 1.439 -1.848
H 4.764 1.996 -2.408
N -4.180 -7.729 4.115
H -3.980 -8.551 3.562
H -4.248 -7.020 3.399
H -3.427 -7.492 4.745
H -5.069 -7.645 4.587
N -9.574 -3.106 -0.320
H -9.472 -3.309 0.664
H -10.389 -3.547 -0.722
H -8.704 -3.318 -0.787
H -9.616 -2.118 -0.523
N 2.089 -2.284 6.924
H 2.851 -2.856 6.589
H 1.375 -2.987 7.047
H 1.917 -1.630 6.174
H 2.342 -1.936 7.838
C -2.344 0.339 -1.479
C -1.124 0.631 -0.663
C -1.030 -0.242 0.688
O -0.283 0.049 1.589
C -1.716 -1.505 0.737
C -2.810 -1.651 -0.091
C -3.170 -0.753 -1.293
O -4.241 -0.843 -2.005
O -3.471 -2.747 0.160
O -0.220 1.407 -0.938
H -2.542 0.974 -2.330
H -1.388 -2.134 1.551
O 0.414 -7.251 6.863
C 1.387 -8.305 6.791
C 2.681 -8.301 5.831
O 3.564 -7.244 5.636
H 0.788 -9.201 6.630
H 1.810 -8.309 7.796
H 2.296 -8.754 4.918
H 3.334 -9.102 6.179
C -10.591 1.995 2.778
C -11.085 3.167 1.871
N -10.592 2.779 0.581
C -11.472 3.116 -0.552
C -12.779 2.207 -0.601
C -9.251 3.361 0.287
C -9.004 4.869 0.281
H -10.981 2.073 3.793
H -9.505 1.953 2.864
H -10.995 1.055 2.403
H -12.175 3.191 1.880
H -10.727 4.140 2.207
H -11.737 4.164 -0.411
H -11.003 3.150 -1.535
H -12.631 1.163 -0.876
H -13.164 2.071 0.410
H -13.598 2.509 -1.254
H -8.911 2.945 -0.661
H -8.511 3.012 1.007
H -9.662 5.379 -0.422
H -7.981 4.907 -0.095
H -9.018 5.380 1.243
C 10.291 5.656 -4.093
C 9.082 6.570 -3.931
N 8.037 6.241 -4.939
C 8.539 6.583 -6.340
C 7.536 6.429 -7.471
C 6.776 7.025 -4.633
C 6.994 8.498 -4.619
H 11.014 6.080 -4.790
H 9.926 4.710 -4.492
H 10.818 5.473 -3.156
H 8.779 6.660 -2.888
H 9.433 7.577 -4.158
H 9.323 5.856 -6.553
H 9.060 7.536 -6.436
H 7.853 5.554 -8.039
H 7.680 7.279 -8.138
H 6.510 6.244 -7.150
H 5.998 6.714 -5.330
H 6.324 6.535 -3.770
H 7.708 8.720 -3.826
H 7.318 8.798 -5.616
H 6.101 9.103 -4.463
C 5.096 9.990 6.358
C 4.121 9.793 5.167
N 2.786 9.184 5.474
C 1.936 9.183 4.257
C 0.703 8.243 4.218
C 2.050 9.635 6.721
C 2.433 8.797 7.966
H 4.767 10.540 7.240
H 5.875 10.621 5.930
H 5.561 9.049 6.653
H 4.102 10.813 4.784
H 4.666 9.115 4.510
H 1.586 10.203 4.098
H 2.562 9.039 3.376
H 0.323 8.252 3.196
H 0.903 7.203 4.477
H -0.019 8.590 4.957
H 0.961 9.644 6.695
H 2.374 10.672 6.810
H 1.573 8.757 8.635
H 3.216 9.300 8.534
H 2.699 7.771 7.712
C -5.242 -12.518 -1.904
C -5.032 -11.658 -0.647
N -4.275 -12.227 0.427
C -4.956 -13.356 1.101
C -4.525 -13.763 2.435
C -2.847 -12.611 0.167
C -2.110 -11.387 -0.298
H -5.550 -11.790 -2.654
H -6.110 -13.159 -1.752
H -4.461 -13.184 -2.271
H -4.863 -10.624 -0.949
H -6.010 -11.654 -0.167
H -6.026 -13.167 1.190
H -4.800 -14.191 0.418
H -5.238 -14.506 2.793
H -3.563 -14.274 2.394
H -4.412 -12.951 3.152
H -2.928 -13.469 -0.500
H -2.326 -12.902 1.079
H -2.266 -10.506 0.325
H -2.466 -11.129 -1.295
H -1.075 -11.630 -0.539
C 7.147 -1.883 -7.106
C 5.814 -2.556 -6.722
N 4.797 -1.580 -6.318
C 4.238 -0.962 -7.550
C 3.155 0.123 -7.266
C 3.746 -2.170 -5.575
C 4.251 -2.805 -4.237
H 7.016 -1.281 -8.005
H 7.849 -2.686 -7.329
H 7.598 -1.271 -6.325
H 5.179 -3.083 -7.434
H 6.077 -3.253 -5.926
H 5.061 -0.388 -7.977
H 3.937 -1.625 -8.361
H 3.093 0.891 -8.037
H 2.162 -0.283 -7.069
H 3.329 0.613 -6.308
H 3.275 -2.928 -6.201
H 3.006 -1.393 -5.384
H 4.733 -3.780 -4.313
H 3.372 -3.029 -3.633
H 4.775 -2.106 -3.587

Computed properties:
Charge: +1
E_LUMO, hartree: -0.123
E_HOMO, eV: -4.640
Gap between HOMO and LUMO, eV: 1.301
Energy above the lowest of the compared OMol25 structures with the same formula, charge and spin, kcal per mole: 391.72



(6)
C5H8N2 | ωB97M-V/def2-TZVPD

Element x y z (Å)
C -1.740 -0.987 0.284
C -0.708 -0.049 -0.287
C -0.579 1.362 0.150
N 0.362 0.349 0.615
C 1.698 0.414 0.044
C 2.167 -0.927 -0.350
N 2.524 -1.969 -0.701
H -1.995 -0.689 1.306
H -1.348 -2.009 0.316
H -2.652 -0.984 -0.322
H -0.414 -0.248 -1.321
H -0.221 2.088 -0.581
H -1.244 1.770 0.909
H 1.760 1.055 -0.853
H 2.388 0.822 0.791

Computed properties:
E_LUMO, hartree: 0.034
E_HOMO, eV: -9.834
Gap between HOMO and LUMO, eV: 10.760
Energy above the lowest of the compared OMol25 structures with the same formula, charge and spin, kcal per mole: 38.17



(7)
C5H3Cl | ωB97M-V/def2-TZVPD

Element x y z (Å)
C 2.367 1.005 0.503
C 1.280 0.482 0.470
C -0.031 -0.249 0.316
Cl -0.142 -1.375 -1.043
C -1.154 0.747 0.491
C -2.096 1.488 0.704
H 3.322 1.452 0.608
H -0.133 -0.959 1.144
H -2.963 2.048 1.065

Computed properties:
E_LUMO, hartree: 0.029
E_HOMO, eV: -10.421
Gap between HOMO and LUMO, eV: 11.217
Energy above the lowest of the compared OMol25 structures with the same formula, charge and spin, kcal per mole: 14.74



(8)
C5H6INO | ωB97M-V/def2-TZVPD

Element x y z (Å)
C 0.834 -1.084 0.269
C -0.624 0.193 -1.655
C 0.540 1.208 1.194
C -0.348 -0.921 -0.616
C -1.315 0.153 -0.355
N 1.130 0.010 1.165
O 1.575 -2.068 0.211
I -3.292 0.306 0.184
H 0.191 0.780 -1.689
H -1.108 0.100 -2.610
H 1.070 2.100 0.734
H 0.147 1.424 2.256
H -0.757 -2.024 -0.814
H 1.958 -0.177 1.727

Computed properties:
E_LUMO (spin up / spin down), hartree: -0.014 / -0.021
E_HOMO (spin up / spin down), eV: -8.458 / -8.909
Gap between HOMO and LUMO (spin up / spin down), eV: 8.085 / 8.335
Energy above the lowest of the compared OMol25 structures with the same formula, charge and spin, kcal per mole: 106.54



(9)
C22H42O42PS9 | ωB97M-V/def2-TZVPD

Element x y z (Å)
P 0.046 -0.768 -0.369
O 1.530 -0.261 -0.569
O -0.056 -2.380 -0.527
O -0.965 -0.179 -1.480
O -0.401 -0.135 1.034
C -0.964 -3.766 -5.688
C -2.317 -4.251 -5.073
O -2.531 -5.325 -5.900
S -2.338 -4.990 -7.549
O -3.485 -4.195 -7.966
O -1.976 -6.253 -8.284
O -1.078 -3.915 -7.160
H -0.174 -4.420 -5.319
H -0.650 -2.838 -5.210
H -3.097 -3.491 -5.045
H -2.207 -4.650 -4.064
C -3.478 2.048 -6.725
C -2.227 1.740 -7.694
O -2.409 2.602 -8.781
S -3.171 4.010 -8.394
O -3.965 4.652 -9.431
O -2.198 4.809 -7.584
O -4.139 3.295 -7.185
H -3.137 2.475 -5.782
H -4.136 1.211 -6.494
H -2.198 0.695 -8.001
H -1.354 1.893 -7.059
C -1.486 5.287 -1.480
C -0.720 5.254 -0.164
O -0.699 6.602 0.327
S -0.992 7.773 -0.921
O 0.260 8.551 -1.178
O -2.192 8.509 -0.601
O -1.234 6.521 -2.043
H -2.532 5.074 -1.258
H -1.168 4.495 -2.157
H 0.253 4.815 -0.387
H -1.202 4.561 0.525
C -3.562 -4.061 3.821
C -2.796 -5.187 3.204
O -3.108 -6.352 3.936
S -4.031 -6.031 5.300
O -3.141 -5.700 6.416
O -5.078 -7.006 5.516
O -4.622 -4.642 4.633
H -3.825 -3.337 3.050
H -2.936 -3.538 4.544
H -1.729 -4.984 3.289
H -3.032 -5.257 2.142
C 4.872 -3.864 -2.068
C 5.961 -3.275 -1.229
O 7.197 -3.914 -1.477
S 6.967 -5.308 -2.443
O 6.633 -6.415 -1.550
O 7.944 -5.393 -3.456
O 5.584 -4.653 -2.999
H 4.178 -3.185 -2.564
H 4.207 -4.468 -1.451
H 5.761 -3.024 -0.187
H 6.289 -2.333 -1.670
C 2.176 -2.388 5.936
C 1.485 -3.273 6.960
O 2.406 -3.378 8.050
S 3.695 -2.273 7.996
O 4.919 -2.987 8.267
O 3.301 -1.077 8.841
O 3.495 -2.081 6.438
H 1.681 -1.426 5.805
H 2.316 -2.879 4.973
H 1.245 -4.271 6.593
H 0.615 -3.000 7.556
C 5.457 2.953 2.292
C 4.566 2.186 3.211
O 5.218 2.299 4.465
S 6.886 2.491 4.263
O 7.357 1.146 4.070
O 7.593 3.323 5.213
O 6.668 3.288 2.839
H 4.932 3.864 2.007
H 5.613 2.403 1.364
H 4.366 1.147 2.948
H 3.567 2.599 3.353
C -6.071 0.683 0.772
C -6.237 -0.165 -0.448
O -7.660 -0.560 -0.618
S -8.184 -0.813 0.997
O -7.782 -2.108 1.603
O -9.593 -0.334 1.116
O -7.187 0.376 1.606
H -6.319 1.717 0.531
H -5.081 0.492 1.187
H -5.584 -1.011 -0.231
H -5.970 0.256 -1.417
C 4.040 0.849 -5.534
C 3.249 2.061 -5.199
O 3.254 2.928 -6.218
S 4.343 2.600 -7.371
O 5.263 3.676 -7.636
O 3.728 1.927 -8.530
O 4.943 1.365 -6.467
H 3.458 0.024 -5.947
H 4.699 0.429 -4.774
H 3.679 2.463 -4.282
H 2.236 1.851 -4.855
O -2.748 3.141 9.381
C -2.369 3.343 8.301
O -3.110 3.282 7.222
C -2.362 3.213 6.046
C -0.899 3.258 6.445
C -0.950 3.414 7.938
H -2.557 4.142 5.510
H -2.797 2.461 5.388
H -0.415 4.060 5.887
H -0.418 2.294 6.279
H -0.578 4.360 8.332
H -0.527 2.535 8.426

Computed properties:
Charge: -3
E_LUMO, hartree: 0.157
E_HOMO, eV: 2.642
Gap between HOMO and LUMO, eV: 1.628
Energy above the lowest of the compared OMol25 structures with the same formula, charge and spin, kcal per mole: 0.00